Formula: C34H39Cl3MnN5O2S2
Source: the Open Molecules 2025 dataset
Level of theory: wB97M-V/def2-TZVPD

Structure (XYZ):
```
86
Properties=species:S:1:pos:R:3:forces:R:3:mulliken_charge:R:1
Mn 0.3801 0.1764 -0.3800 -0.6 -0.3 -0.6 0.00
C 1.9759 2.8673 -0.2944 0.5 0.1 0.3 -1.22
N 0.8376 2.2495 -0.9918 -0.3 -0.2 0.1 0.90
C 1.0874 2.2381 -2.4460 0.1 -0.2 -0.5 -1.06
C -0.3681 3.0339 -0.7244 -1.2 -0.4 0.5 -0.07
C -0.4960 4.3744 -1.0262 0.0 0.1 0.1 -0.60
C -1.7030 5.0219 -0.7957 0.1 -0.1 0.0 -0.95
C -2.7836 4.3169 -0.2824 0.2 0.2 0.0 -0.95
C -2.6738 2.9779 0.0237 0.3 -0.6 -0.1 -0.87
C -1.4518 2.3137 -0.1758 0.2 1.7 -1.0 0.67
N -1.2122 0.9889 0.0288 0.5 -0.3 1.2 0.97
C -2.1821 0.0525 0.3519 -0.8 -1.4 -0.3 -0.70
C -2.9997 0.1053 1.4776 0.3 0.1 -0.3 -0.46
C -3.8462 -0.9530 1.7576 0.0 -0.1 -0.1 -0.83
C -3.8895 -2.0546 0.9194 0.0 0.0 -0.1 -0.81
C -3.0878 -2.1166 -0.2174 0.1 0.0 0.0 -0.40
C -2.2203 -1.0776 -0.5002 -0.3 0.6 0.6 1.00
N -1.3337 -1.0059 -1.6535 0.3 0.1 0.5 0.87
C -1.9939 -0.1981 -2.6985 -0.1 0.3 -0.2 -1.31
C -0.9888 -2.3163 -2.2170 0.2 -0.2 -0.1 -1.22
H 2.1120 3.9083 -0.6005 -0.1 -0.1 0.0 0.37
H 2.8964 2.3337 -0.5299 0.0 -0.1 0.0 0.25
H 1.7967 2.8445 0.7825 0.0 0.0 -0.1 0.42
H 2.0253 1.7262 -2.6621 0.0 0.0 0.1 0.34
H 1.1518 3.2566 -2.8434 0.0 -0.1 0.1 0.39
H 0.2648 1.7247 -2.9484 0.0 0.1 0.0 0.31
H 0.3262 4.9317 -1.4486 0.1 0.1 -0.1 0.42
H -1.7974 6.0693 -1.0309 0.0 0.1 -0.1 0.44
H -3.7234 4.8197 -0.1246 -0.1 0.1 0.0 0.44
H -3.5250 2.4349 0.4016 -0.1 0.0 0.0 0.54
H -2.9455 0.9563 2.1380 0.0 0.1 0.1 0.65
H -4.4534 -0.9213 2.6474 -0.1 0.0 0.1 0.48
H -4.5586 -2.8722 1.1377 -0.1 -0.1 0.0 0.47
H -3.1535 -2.9841 -0.8583 0.0 0.0 -0.1 0.49
H -2.9553 -0.6415 -2.9828 0.1 0.0 0.1 0.37
H -1.3619 -0.1502 -3.5841 0.1 0.0 0.0 0.45
H -2.1844 0.8107 -2.3363 0.0 0.0 0.0 0.29
H -1.7972 -2.7277 -2.8314 0.0 0.0 0.1 0.42
H -0.7561 -3.0188 -1.4189 0.0 0.0 0.0 0.41
H -0.1086 -2.2032 -2.8529 -0.1 0.0 0.0 0.27
Cl 8.5949 -2.7268 7.0474 0.1 -0.1 0.1 -0.17
C 7.6051 -2.5272 5.6616 -0.3 0.1 -0.3 0.36
C 8.1771 -2.3986 4.4005 0.0 0.0 0.1 -1.01
C 7.3625 -2.2049 3.3022 -0.2 0.1 0.1 -0.10
C 5.9778 -2.1414 3.4256 -0.2 0.0 0.0 -0.67
C 5.1063 -1.9479 2.2102 0.0 0.1 0.0 1.36
C 5.1865 -0.5008 1.6734 0.4 -0.7 0.8 -1.41
N 4.2745 -0.3888 0.5661 -0.8 0.4 -0.4 0.42
C 4.5277 -0.6600 -0.7430 -0.3 0.0 -0.6 -0.56
C 3.3226 -0.6244 -1.3866 0.4 0.0 -0.4 -1.20
N 2.3394 -0.3292 -0.4851 0.2 0.0 0.6 1.67
C 2.9542 -0.2029 0.6870 0.2 0.1 0.3 -1.07
O 5.4671 -2.7510 1.1053 0.1 0.4 -0.1 -0.22
C 5.5248 -4.1411 1.3399 0.0 -0.5 0.1 -0.83
C 5.7241 -4.8274 0.0223 0.3 -0.7 0.4 -0.01
C 6.1971 -6.1132 -0.0962 -0.2 0.5 -0.5 0.49
Cl 6.5909 -7.1521 1.1947 0.1 -0.1 0.1 -0.19
S 6.3590 -6.6103 -1.7451 -0.1 0.4 0.5 -0.13
C 5.7861 -5.0834 -2.2764 0.0 -0.2 0.1 -0.43
C 5.4788 -4.2511 -1.2422 0.0 -0.1 -0.4 -0.65
C 5.4275 -2.2968 4.6953 0.4 0.0 -0.1 0.91
Cl 3.7097 -2.2454 4.9221 -0.3 0.0 0.2 -0.21
C 6.2232 -2.4865 5.8109 0.2 0.0 0.1 -0.78
H 9.2487 -2.4469 4.2911 0.1 0.0 0.0 0.45
H 7.7972 -2.1077 2.3197 0.1 0.0 -0.2 0.42
H 4.0583 -2.1571 2.4930 0.3 0.1 -0.1 -0.15
H 6.2020 -0.2956 1.3325 -0.1 0.1 0.0 0.43
H 4.9088 0.2100 2.4530 0.0 0.0 -0.1 0.29
H 5.5160 -0.8360 -1.1154 0.2 -0.1 0.0 0.60
H 3.0958 -0.7975 -2.4217 0.1 0.0 -0.1 0.64
H 2.4801 0.0296 1.6277 0.0 0.0 0.0 0.60
H 4.5941 -4.4906 1.8178 0.1 0.1 0.1 0.41
H 6.3500 -4.3883 2.0208 -0.2 0.0 -0.1 0.60
H 5.7157 -4.8776 -3.3269 0.0 0.0 -0.2 0.44
H 5.1009 -3.2545 -1.3679 0.0 0.2 -0.1 0.27
H 5.7822 -2.6099 6.7877 -0.1 0.0 0.1 0.47
C 1.6499 -3.5619 0.5176 0.0 0.2 0.5 -0.27
S 0.9468 -2.5022 1.8550 -0.1 -1.4 -0.5 0.37
C -0.4117 -3.6186 2.3261 0.3 0.4 0.0 -1.10
O 0.2772 -1.3681 1.1194 -0.5 1.1 -0.6 -0.83
H 2.6731 -3.8193 0.7719 0.1 0.0 0.0 -0.23
H 1.6482 -2.9791 -0.3996 0.0 0.1 0.1 -0.02
H 1.0731 -4.4694 0.3854 -0.2 -0.1 0.0 0.65
H 0.0390 -4.5085 2.7568 0.1 -0.1 0.1 0.47
H -1.0191 -3.8709 1.4627 0.1 0.1 -0.2 0.35
H -1.0350 -3.1240 3.0643 0.1 0.1 0.1 0.39
```
Positions in Å, forces in eV/Å.

Kohn-Sham gap (alpha / beta) ... 5.076 / 6.682 eV
Net charge ... +2
Multiplicity ... 5

---

Formula: C34H39ClIrN5O4SSi
Source: the Open Molecules 2025 dataset
Level of theory: wB97M-V/def2-TZVPD

Structure (XYZ):
```
86
Properties=species:S:1:pos:R:3:forces:R:3:mulliken_charge:R:1
Ir -0.2043 1.0442 0.5809 -0.1 -2.3 -0.3 1.95
C 0.7492 1.7464 5.0703 -0.1 0.0 -0.1 -1.78
C 0.7974 1.6306 3.5721 -0.4 0.0 0.2 0.78
N -0.2516 1.2329 2.7831 0.6 -0.3 -0.1 0.63
N -1.4338 0.9686 3.4215 0.2 0.0 0.0 -0.52
C -2.5632 0.8211 2.7715 -0.4 -0.1 0.1 0.44
N -3.6742 0.5125 3.5618 0.1 0.0 -0.1 -0.63
S -2.6890 1.0053 1.1222 0.5 0.4 -0.5 -0.49
C 1.9764 1.9263 2.9056 -0.1 -0.3 0.0 -0.33
C 3.2398 2.2313 3.3925 0.1 -0.1 0.0 -1.06
C 4.3092 2.3965 2.4626 -0.1 0.0 0.0 -0.57
C 4.1381 2.3300 1.1160 0.0 -0.2 0.0 -1.48
C 2.7997 2.0705 0.5363 0.4 -0.4 0.3 0.53
N 1.7675 1.8059 1.5283 1.4 2.3 0.3 0.10
H -0.1545 1.3488 5.5316 0.0 0.0 0.1 0.49
H 0.8324 2.7935 5.3735 0.0 0.0 0.0 0.25
H 1.5894 1.2031 5.5098 0.0 0.0 0.0 0.32
H -1.4526 0.9471 4.4272 0.1 0.0 0.1 0.13
H -3.5094 -0.1961 4.2634 0.0 0.0 0.0 0.20
H -4.4750 0.2928 2.9898 0.0 0.0 0.0 0.31
H 3.4232 2.3336 4.4544 0.0 0.0 0.0 0.39
H 5.2967 2.6136 2.8561 0.0 0.0 0.0 0.36
H 4.9617 2.5141 0.4366 0.0 0.0 0.0 0.42
H 2.5114 2.7045 -0.2903 0.0 0.1 0.1 0.21
C -0.3689 -1.0197 0.4821 -0.3 0.3 0.7 -0.25
Si -1.0491 -1.4947 -1.1272 -0.2 -0.8 0.0 -0.89
C -0.2765 -0.2324 -2.2305 0.2 0.2 -0.6 -0.89
N -0.2988 1.1108 -1.5995 -0.2 0.2 0.8 1.11
C -1.5886 1.8288 -1.9440 0.0 0.0 -0.3 -0.37
C -1.3823 3.0739 -2.7926 0.1 0.0 -0.1 -0.72
C -0.4939 2.7824 -3.9976 0.0 0.0 0.0 -0.84
C 0.8587 2.1864 -3.5523 -0.1 0.0 0.0 -1.19
C 0.8789 1.8897 -2.0543 0.0 0.1 -0.5 -0.45
C -0.4074 -3.1932 -1.6756 0.1 -0.1 0.1 0.84
C 0.9666 -3.3892 -1.8664 0.0 0.0 0.0 -0.27
C 1.4966 -4.6526 -2.0892 0.0 0.0 0.0 -0.74
C 0.6596 -5.7612 -2.1167 0.0 0.0 0.0 -0.50
C -0.7039 -5.5953 -1.9230 0.0 0.0 0.0 -0.74
C -1.2272 -4.3250 -1.7048 0.0 0.0 -0.1 -0.51
C -2.9168 -1.6307 -1.2955 -0.2 0.1 0.0 0.32
C -3.7292 -1.8829 -0.1874 0.0 -0.1 -0.1 0.09
C -5.1045 -2.0347 -0.3187 0.1 0.0 0.0 -0.79
C -5.7006 -1.9220 -1.5672 0.0 0.0 0.0 -0.54
C -4.9130 -1.6768 -2.6845 0.0 0.0 0.0 -0.76
C -3.5372 -1.5451 -2.5448 0.0 0.0 0.0 0.09
H 0.6316 -1.4393 0.5668 -0.1 -0.2 0.0 -0.01
H -0.9532 -1.3910 1.3335 0.1 -0.1 0.0 0.46
H -0.6893 -0.2056 -3.2467 0.1 0.1 0.0 0.51
H 0.7736 -0.5276 -2.3333 0.0 0.0 0.1 0.62
H -2.0962 2.1077 -1.0324 0.0 0.1 0.0 0.03
H -2.2292 1.1249 -2.4830 0.1 -0.1 0.0 0.30
H -0.9572 3.8727 -2.1857 0.0 0.0 0.0 0.09
H -2.3648 3.4164 -3.1250 0.0 0.0 0.1 0.52
H -0.3379 3.6956 -4.5737 0.0 0.0 0.0 0.50
H -1.0123 2.0751 -4.6540 0.0 0.0 0.0 0.30
H 1.6745 2.8832 -3.7535 0.0 0.0 0.0 0.54
H 1.0679 1.2754 -4.1184 0.1 0.0 0.0 0.25
H 0.9049 2.8154 -1.4926 -0.1 0.1 0.1 -0.13
H 1.7664 1.3186 -1.7923 -0.1 0.0 0.0 0.32
H 1.6437 -2.5409 -1.8192 0.0 0.0 0.0 0.04
H 2.5645 -4.7744 -2.2276 0.0 0.0 0.0 0.39
H 1.0713 -6.7506 -2.2779 0.0 0.0 0.0 0.36
H -1.3612 -6.4573 -1.9330 0.0 0.0 0.0 0.39
H -2.2956 -4.2107 -1.5521 0.0 0.0 0.0 0.30
H -3.2767 -1.9567 0.7944 0.0 0.0 0.0 0.35
H -5.7135 -2.2322 0.5562 0.0 0.0 0.0 0.40
H -6.7747 -2.0200 -1.6697 0.0 0.0 0.0 0.36
H -5.3705 -1.5850 -3.6621 0.0 0.0 0.0 0.40
H -2.9350 -1.3715 -3.4323 0.0 0.0 0.0 0.36
C 2.1125 0.7198 0.6765 -2.3 0.2 -0.5 1.19
C 2.6910 -0.5586 1.0945 0.2 0.3 -0.1 -1.19
C 3.5724 -1.2171 0.2335 0.1 0.0 0.0 -0.35
C 4.0513 -2.4850 0.5284 0.0 0.0 0.0 -0.86
C 3.6608 -3.1255 1.6977 0.0 0.0 0.0 -0.57
C 2.7835 -2.4812 2.5611 0.0 0.1 0.0 -0.98
C 2.2979 -1.2153 2.2619 0.1 -0.1 0.2 0.44
H 3.8783 -0.7140 -0.6785 0.0 0.0 0.0 0.41
H 4.7273 -2.9791 -0.1610 0.0 0.0 0.0 0.43
H 4.0281 -4.1182 1.9275 0.0 0.0 0.0 0.38
H 2.4662 -2.9739 3.4728 0.0 0.0 0.0 0.41
H 1.5961 -0.7253 2.9252 0.0 0.0 0.0 0.41
O 0.2877 5.1013 1.7453 -0.1 0.0 -0.3 -0.71
Cl -0.1383 4.8053 0.4042 -0.3 -0.2 0.2 1.79
O 1.0165 4.6994 -0.4709 -0.3 -0.1 0.1 -0.71
O -1.0252 5.8296 -0.0970 0.2 -0.2 0.1 -0.74
O -0.8842 3.5218 0.4052 0.7 0.8 -0.1 -0.65
```
Positions in Å, forces in eV/Å.

Kohn-Sham gap (alpha / beta) ... 4.749 / 5.384 eV
Net charge ... -1
Energy above the lowest of the compared OMol25 structures with the same formula, charge and spin ... 57.4 kcal per mole
Multiplicity ... 2

---

Formula: C34H39IN6O5P2S3Sn
Source: the Open Molecules 2025 dataset
Level of theory: wB97M-V/def2-TZVPD

Structure (XYZ):
```
91
Properties=species:S:1:pos:R:3:forces:R:3:mulliken_charge:R:1
Sn -0.4621 -1.7067 -0.4491 0.1 -0.1 -0.1 1.13
S -0.5103 -0.2251 2.1603 0.2 -0.4 0.1 -0.69
P 0.7206 1.3890 1.9030 1.0 0.0 -0.3 3.16
C 1.8439 1.5305 0.6299 -1.5 0.1 -0.1 -1.25
P 1.1102 2.0482 -0.8300 1.0 0.0 0.3 1.52
S -0.6442 1.4230 -1.5602 -0.3 -0.2 0.1 -0.59
C 1.1362 3.9019 -0.9047 -0.1 0.0 0.4 -0.28
C 2.2076 4.5522 -0.2869 0.0 0.0 0.0 -0.23
C 2.2479 5.9340 -0.2058 0.0 0.0 0.0 -0.76
C 1.1922 6.6881 -0.7040 0.0 0.1 0.0 -0.38
C 0.1174 6.0510 -1.3011 -0.1 0.1 0.0 -0.65
C 0.0920 4.6648 -1.4103 0.1 0.0 -0.1 -0.42
C 2.3612 1.6460 -2.1207 -0.1 0.0 -0.1 0.25
C 2.4480 0.3104 -2.5115 0.1 0.1 -0.1 -0.57
C 3.4219 -0.1054 -3.4041 0.0 -0.1 0.0 -0.86
C 4.3162 0.8153 -3.9347 0.1 0.1 0.0 -0.57
C 4.2145 2.1518 -3.5803 0.1 0.0 0.0 -0.66
C 3.2401 2.5674 -2.6808 0.0 -0.1 0.0 -0.53
C 1.7463 1.3896 3.4244 0.0 0.0 0.1 -0.69
C 3.1282 1.2886 3.3178 0.0 0.1 0.0 -0.29
C 3.9245 1.3127 4.4551 0.0 0.0 0.1 -0.65
C 3.3413 1.4544 5.7069 0.1 0.0 0.0 -0.33
C 1.9601 1.5435 5.8205 -0.1 0.0 0.1 -0.70
C 1.1649 1.4976 4.6857 0.1 0.0 -0.1 -0.32
C -0.3709 2.8308 2.2350 0.1 0.2 -0.3 -0.32
C -1.6787 2.8425 1.7581 0.1 0.0 0.1 0.14
C -2.4402 3.9990 1.8258 -0.1 0.1 0.0 -0.62
C -1.8992 5.1602 2.3550 0.0 0.1 0.0 -0.47
C -0.5943 5.1590 2.8286 0.0 0.1 0.0 -0.59
C 0.1673 4.0042 2.7633 0.0 -0.1 0.0 -0.54
H 2.9989 3.9470 0.1386 0.0 0.0 0.1 0.40
H 3.0906 6.4269 0.2670 0.0 0.0 0.0 0.38
H 1.2039 7.7690 -0.6137 0.0 0.0 0.0 0.35
H -0.7168 6.6368 -1.6718 0.0 0.0 0.0 0.36
H -0.7371 4.1615 -1.8928 0.0 0.0 0.1 0.36
H 1.7390 -0.4074 -2.1149 0.0 0.0 0.0 0.47
H 3.4800 -1.1501 -3.6860 0.0 0.0 0.0 0.55
H 5.0891 0.4939 -4.6237 0.0 0.0 0.0 0.34
H 4.8976 2.8802 -4.0040 0.0 0.0 0.0 0.38
H 3.1670 3.6124 -2.4129 0.0 0.0 0.0 0.28
H 3.5564 1.2193 2.3242 0.0 0.0 0.0 0.36
H 5.0018 1.2313 4.3664 0.0 0.0 0.0 0.37
H 3.9629 1.4917 6.5948 0.0 0.0 0.0 0.34
H 1.5062 1.6495 6.7996 0.0 0.0 0.0 0.36
H 0.0847 1.5473 4.7597 0.0 0.0 0.1 0.35
H -2.0838 1.9345 1.3342 0.0 0.0 0.0 0.02
H -3.4583 4.0026 1.4530 0.0 0.0 0.0 0.40
H -2.4864 6.0710 2.3915 0.0 0.0 0.0 0.35
H -0.1643 6.0683 3.2330 0.0 0.0 0.0 0.36
H 1.1916 4.0021 3.1176 0.0 0.1 0.0 0.38
N 1.9419 -1.7134 0.4064 -0.1 0.4 0.3 -0.09
C 3.0977 -2.3031 -0.2603 0.1 -0.1 -0.1 -0.20
C 2.9150 -3.7929 -0.4763 -0.3 0.1 -0.1 -0.72
C 1.7445 -4.1852 -1.3994 0.1 0.0 0.0 0.55
O 1.6960 -5.3810 -1.7307 0.1 0.0 0.0 -0.86
O 0.9236 -3.2800 -1.7513 0.0 0.0 -0.1 -0.38
H 2.0866 -0.7004 0.5475 -0.1 -0.1 0.1 -0.02
H 1.8059 -2.1462 1.3168 0.0 0.1 0.0 0.29
H 4.0139 -2.1290 0.3244 0.0 0.0 -0.1 0.46
H 3.2306 -1.8081 -1.2231 0.0 0.0 0.1 -0.24
H 2.7166 -4.2834 0.4823 0.1 -0.1 0.0 0.15
H 3.8207 -4.2301 -0.9013 0.0 -0.1 0.1 0.41
N -2.9527 -0.4257 0.1986 -0.3 -0.1 0.0 -0.01
N -4.0711 -1.2700 0.3667 0.1 -0.2 -0.3 -0.46
C -3.7965 -2.6811 0.4429 0.1 0.2 0.1 -0.08
O -4.6799 -3.3816 0.9673 -0.1 0.1 -0.1 -0.85
O -2.7103 -3.0561 -0.0709 0.2 -0.2 0.0 0.19
H -2.5191 -0.1589 1.0789 -0.1 0.0 0.0 -0.04
H -3.1859 0.3947 -0.3423 0.0 0.0 -0.1 0.22
H -4.7390 -0.9828 1.0686 0.0 -0.1 0.1 0.26
N -1.7145 -5.4223 1.7809 -0.3 0.3 -0.2 -0.49
C -0.9855 -4.8828 0.7635 0.9 -0.2 0.5 0.49
O -0.1419 -4.0119 0.9967 -0.5 -0.1 -0.3 -0.67
C -0.9775 -5.5438 -0.5961 -0.2 0.5 0.2 -0.45
I -2.5431 -6.9147 -0.9935 -0.2 -0.2 -0.1 -0.12
H -1.7194 -4.8256 2.5950 0.0 0.1 0.0 0.32
H -2.6385 -5.7513 1.5366 0.0 -0.1 -0.1 0.21
H -0.0325 -6.0633 -0.7420 -0.1 0.0 0.0 0.52
H -1.0387 -4.7756 -1.3602 0.0 0.0 0.0 0.04
S -2.2520 -2.2799 -3.6074 0.1 0.0 0.1 -0.33
C -3.7376 -2.9862 -3.4432 0.2 0.2 -0.4 0.18
N -4.1426 -4.0924 -4.1291 -0.2 -0.2 0.2 -0.21
C -5.4414 -4.5757 -3.6871 0.0 0.0 -0.2 -0.46
C -5.8188 -3.5667 -2.5889 -0.1 0.0 0.2 -0.37
N -4.7884 -2.5403 -2.7175 -0.2 -0.1 0.4 -0.21
H -3.4521 -4.7066 -4.5188 0.1 0.1 0.0 0.26
H -5.3872 -5.5955 -3.3016 0.0 0.0 0.0 0.26
H -6.1492 -4.5493 -4.5223 0.0 -0.1 0.1 0.25
H -5.7925 -4.0139 -1.5922 0.0 0.0 0.0 0.22
H -6.8112 -3.1409 -2.7514 0.0 0.0 0.0 0.30
H -4.5991 -1.9536 -1.9113 0.2 0.0 -0.1 0.27
```
Positions in Å, forces in eV/Å.

Kohn-Sham gap ... 5.394 eV
Net charge ... -2